[1]
A structure of composition C12H33AlN3O3. Source: the OMol25 dataset; level of theory: ωB97M-V/def2-TZVPD.

Structure (ORCA input):
```
! wB97M-V def2-TZVPD RIJCOSX def2/J DEFGRID3
* xyz 3 1
Al 0.01 -0.64 -0.52
C 0.94 -1.37 4.45
C 0.22 -1.41 3.10
C -0.95 -0.42 3.04
O -1.68 -0.45 1.82
C -2.80 -1.37 1.97
N 1.20 -1.19 2.03
H 1.04 -0.38 4.90
H 1.88 -1.92 4.37
H 0.40 -1.88 5.25
H -0.23 -2.40 2.98
H -0.65 0.64 3.04
H -1.53 -0.51 3.96
H -3.64 -0.77 2.33
H -2.61 -2.26 2.55
H -3.07 -1.62 0.95
H 1.63 -0.27 2.13
H 1.90 -1.91 2.15
C -1.94 4.08 -0.71
C -1.80 2.58 -0.38
C -2.76 1.78 -1.25
O -2.64 0.42 -0.81
C -3.73 -0.41 -1.28
N -0.42 2.28 -0.85
H -1.19 4.61 -0.12
H -2.94 4.41 -0.42
H -1.78 4.38 -1.75
H -1.98 2.56 0.69
H -2.49 1.81 -2.31
H -3.78 2.11 -1.09
H -3.82 -0.26 -2.36
H -4.67 -0.16 -0.78
H -3.42 -1.44 -1.14
H -0.40 2.67 -1.79
H 0.29 2.76 -0.32
C 2.66 0.41 -3.84
C 2.23 -0.51 -2.69
C 3.32 -1.18 -1.93
O 2.65 -1.79 -0.88
C 3.42 -2.67 -0.03
N 1.36 0.30 -1.78
H 1.88 0.75 -4.51
H 3.37 -0.16 -4.46
H 3.26 1.23 -3.44
H 1.60 -1.24 -3.20
H 4.13 -0.59 -1.49
H 3.76 -1.77 -2.74
H 2.92 -3.63 0.02
H 3.47 -2.21 0.95
H 4.45 -2.87 -0.33
H 1.98 0.80 -1.15
H 0.92 1.04 -2.33
*
```

The relative energy (zero: lowest compared OMol25 entry of this formula, charge and spin) is 0.0 kcal per mole. The value obtained for the molar mass is 294.40 g mol⁻¹. The value obtained for the HOMO energy is -0.71900 Ha.

[2]
A structure of composition C12H33AsF6N3O7SSr. Source: the OMol25 dataset; level of theory: ωB97M-V/def2-TZVPD.

Structure (ORCA input):
```
! wB97M-V def2-TZVPD RIJCOSX def2/J DEFGRID3
* xyz -1 1
Sr 1.00 0.34 -0.19
S 2.83 -0.48 -2.46
O 1.45 0.00 -2.60
O 3.83 0.31 -3.21
O 3.10 -0.51 -0.99
O 2.95 -1.87 -2.99
As 1.54 2.12 3.72
F -0.18 2.60 3.97
F 1.88 3.82 3.28
F 3.20 1.74 3.38
F 1.17 0.44 4.11
F 1.13 1.78 2.04
F 1.89 2.48 5.42
C -1.81 -1.63 -3.24
C -1.78 -1.39 -1.72
C -2.67 -2.40 -1.02
O -4.01 -2.08 -1.34
C -4.99 -2.85 -0.73
N -0.33 -1.49 -1.45
H -1.51 -2.68 -3.40
H -1.07 -1.11 -3.86
H -2.80 -1.57 -3.69
H -2.17 -0.39 -1.52
H -2.48 -2.42 0.07
H -2.45 -3.44 -1.28
H -4.78 -3.93 -0.78
H -5.94 -2.76 -1.23
H -4.97 -2.58 0.34
H 0.25 -1.18 -2.22
H -0.17 -2.48 -1.29
C -0.87 3.65 -2.54
C 0.04 2.55 -1.89
C 1.30 3.28 -1.33
O 2.16 2.38 -0.68
C 3.28 3.03 -0.09
N -0.81 2.03 -0.82
H -1.74 3.24 -3.05
H -0.29 4.15 -3.31
H -1.23 4.26 -1.71
H 0.14 1.81 -2.67
H 1.11 4.05 -0.56
H 1.87 3.81 -2.10
H 2.87 3.65 0.71
H 3.93 3.63 -0.73
H 3.92 2.32 0.43
H -1.70 1.71 -1.19
H -1.02 2.80 -0.19
C 1.53 -3.43 2.59
C 1.00 -2.31 1.68
C -0.30 -1.74 2.17
O -0.65 -0.59 1.38
C -1.81 0.03 1.95
N 1.99 -1.27 1.78
H 0.94 -4.33 2.42
H 1.56 -3.12 3.64
H 2.59 -3.61 2.42
H 0.77 -2.57 0.64
H -0.33 -1.37 3.19
H -1.12 -2.46 2.05
H -1.37 0.60 2.77
H -2.55 -0.64 2.40
H -2.31 0.76 1.31
H 2.13 -1.04 2.75
H 2.86 -1.66 1.43
*
```

The relative energy (zero: lowest compared OMol25 entry of this formula, charge and spin) is 41.3 kcal per mole. The value obtained for the molar mass is 640.01 g mol⁻¹. The value obtained for the HOMO energy is -0.16327 Ha.

[3]
A structure of composition C12H33BCoF4NO8. Source: the OMol25 dataset; level of theory: ωB97M-V/def2-TZVPD.

Structure (ORCA input):
```
! wB97M-V def2-TZVPD RIJCOSX def2/J DEFGRID3
* xyz 1 4
Co -3.17 -0.11 -1.04
B 0.47 0.01 1.93
F 1.42 0.94 2.13
F -0.64 0.39 2.57
F 0.09 -0.25 0.62
F 0.78 -1.16 2.59
C -3.77 -3.39 -3.39
O -4.12 -2.78 -2.11
C -4.92 -3.71 -1.25
C -5.10 -3.18 0.17
N -5.22 -1.67 0.23
C -6.54 -1.05 -0.15
C -6.79 -1.10 -1.71
O -5.75 -0.66 -2.46
C -6.03 -0.55 -3.78
H -2.69 -3.27 -3.51
H -4.25 -2.96 -4.27
H -3.95 -4.47 -3.44
H -4.45 -4.68 -1.12
H -5.87 -3.91 -1.74
H -4.16 -3.45 0.65
H -5.76 -3.88 0.69
H -5.05 -1.43 1.20
H -6.65 -0.03 0.20
H -7.39 -1.63 0.20
H -7.58 -0.35 -1.77
H -7.14 -2.08 -2.03
H -6.53 0.41 -3.89
H -6.46 -1.36 -4.38
H -5.05 -0.30 -4.17
C 6.57 -2.18 1.79
C 7.32 -2.31 0.52
O 8.13 -1.29 0.28
O 5.66 -3.23 1.85
H 6.15 -1.17 1.79
H 7.24 -2.28 2.64
H 6.75 -2.64 -0.35
H 8.12 -3.02 0.73
H 8.72 -1.72 -0.33
H 4.88 -2.88 2.29
C -1.43 3.41 -3.63
C -2.66 4.12 -2.89
O -2.97 3.46 -1.68
O -1.70 2.01 -3.57
H -0.59 3.62 -2.97
H -1.30 3.69 -4.67
H -3.54 4.38 -3.47
H -2.22 5.07 -2.60
H -3.23 4.16 -1.07
H -1.30 1.75 -4.40
C 8.00 3.25 4.91
C 8.54 4.45 5.69
O 8.33 4.31 7.07
O 8.49 3.44 3.56
H 6.91 3.19 4.89
H 8.47 2.32 5.22
H 8.07 5.37 5.35
H 9.62 4.56 5.55
H 8.50 5.16 7.49
H 8.74 2.66 3.05
*
```

The relative energy (zero: lowest compared OMol25 entry of this formula, charge and spin) is 237.4 kcal per mole. The value obtained for the molar mass is 465.13 g mol⁻¹. The value obtained for the HOMO energy (spin up / spin down) is -0.42137 / -0.42091 Ha.

[4]
A cluster of 3 separate species, C12H33BN4O3P in total. Source: the OMol25 dataset; level of theory: ωB97M-V/def2-TZVPD.

Structure (ORCA input):
```
! wB97M-V def2-TZVPD RIJCOSX def2/J DEFGRID3
* xyz 1 1
C -0.99 3.67 -1.12
C -0.10 2.44 -0.86
B 1.10 2.28 -1.84
O 1.46 3.25 -2.70
N 1.91 0.98 -1.98
N 3.18 1.21 -2.66
C 2.16 0.24 -0.70
C 3.43 0.67 0.01
N 3.49 2.08 0.36
P 0.96 -0.11 -3.13
N 1.72 -1.44 -3.40
H -1.00 4.28 -0.23
H -0.66 4.27 -1.96
H -2.00 3.35 -1.29
H 0.31 2.49 0.14
H -0.68 1.51 -0.87
H 2.39 3.53 -2.60
H 3.64 0.30 -2.71
H 2.97 1.44 -3.64
H 1.33 0.31 0.00
H 2.26 -0.81 -0.95
H 3.46 0.07 0.92
H 4.32 0.42 -0.54
H 2.60 2.51 0.55
H 4.04 2.62 -0.29
H -0.32 -0.21 -2.55
H 0.88 0.74 -4.24
H 1.14 -2.22 -3.09
C 0.22 -2.25 3.91
C 0.67 -3.30 2.89
C 0.59 -2.52 1.59
O 0.87 -1.15 1.92
C 0.84 -0.98 3.34
H 0.55 -2.46 4.93
H -0.87 -2.18 3.91
H 1.70 -3.60 3.09
H 0.05 -4.20 2.89
H -0.42 -2.57 1.16
H 1.31 -2.87 0.85
H 1.86 -0.84 3.70
H 0.26 -0.09 3.59
C -4.96 -0.78 0.23
C -3.81 0.04 -0.32
C -2.65 -0.41 0.56
O -2.93 -1.76 0.93
C -4.28 -2.09 0.56
H -5.79 -0.90 -0.47
H -5.35 -0.31 1.13
H -3.61 -0.24 -1.36
H -3.97 1.12 -0.29
H -2.60 0.18 1.48
H -1.68 -0.36 0.06
H -4.25 -2.76 -0.30
H -4.75 -2.62 1.39
*
```

The value obtained for the molar mass is 323.21 g mol⁻¹. The value obtained for the HOMO energy is -0.43896 Ha.

no.,electronic energy (Ha)
1,-1108.25613
2,-4432.13841
3,-2940.30045
4,-1287.70296